Record 1
Molecular formula: C17H23N5OPSZr
Method: DFT, wB97M-V/def2-TZVPD

For the HOMO energy, the calculation gives -17.348 eV. As for the relative energy (zero: lowest compared OMol25 entry of this formula, charge and spin): 10.6 kcal per mole. The value obtained for the HOMO-LUMO gap is 6.332 eV. As for the spin multiplicity: 1. The charge is +3. The calculation puts the LUMO energy at -11.0 eV.

Atoms and positions in Å:
Zr1 0.03970 1.52966 0.55914
O1 1.47383 0.23350 0.46309
N1 2.30559 -0.16597 1.46992
C1 3.41305 -0.85828 1.14140
C2 4.24769 -1.25273 2.15714
C3 3.91973 -0.92784 3.47095
C4 2.76513 -0.20905 3.75532
C5 1.93406 0.18068 2.72413
S1 0.43038 1.07144 2.94469
H1 3.55355 -1.06386 0.09054
H2 5.13962 -1.81222 1.91154
H3 4.56847 -1.23466 4.28190
H4 2.50086 0.05504 4.77059
N2 1.22820 3.46915 0.46695
C6 0.65079 3.59550 -0.85167
C7 0.84716 2.52386 -1.73419
C8 0.27800 2.57966 -3.01034
C9 -0.48776 3.67355 -3.37392
C10 -0.70921 4.71265 -2.46777
C11 -0.15359 4.67689 -1.19707
H5 1.05857 4.28037 1.05570
H6 2.23744 3.33511 0.43450
H7 1.57300 1.73709 -1.52306
H8 0.47522 1.78252 -3.71532
H9 -0.90436 3.72966 -4.37153
H10 -1.30543 5.56843 -2.76087
H11 -0.29454 5.50302 -0.50879
C12 -4.95419 1.09133 1.39473
N3 -3.91770 2.14579 1.36320
C13 -4.15647 3.01784 0.20409
N4 -4.18326 2.28882 -1.06015
C14 -5.19526 1.23434 -0.99822
N5 -4.95576 0.33341 0.14375
C15 -3.89625 -0.56393 -0.01648
P1 -2.23238 0.52295 -0.16787
C16 -2.61570 1.55989 1.41421
C17 -2.87686 1.78986 -1.41347
H12 -5.92090 1.57506 1.51487
H13 -4.78545 0.42572 2.23979
H14 -3.38559 3.79112 0.16592
H15 -5.11904 3.50325 0.35305
H16 -5.19862 0.65872 -1.92244
H17 -6.17317 1.69478 -0.87129
H18 -3.92420 -1.11305 -0.95422
H19 -3.74181 -1.23363 0.82520
H20 -1.88566 2.40942 1.57345
H21 -2.51669 0.91136 2.28429
H22 -2.88818 1.27490 -2.37608
H23 -2.17701 2.62148 -1.50852

Which charges does natural (NBO) predict for the atoms? In e, they are: 1.8808 -0.6229 0.0014 0.0662 -0.1986 -0.0641 -0.2009 0.0593 -0.0586 0.2731 0.2876 0.2800 0.2822 -0.8915 0.1162 -0.4150 -0.1179 -0.1681 -0.1201 -0.2447 0.4506 0.4405 0.2717 0.2655 0.2728 0.2723 0.2619 -0.0789 -0.4150 -0.0796 -0.4208 -0.0809 -0.3857 -0.2913 0.4454 -0.4501 -0.4650 0.2500 0.2273 0.2004 0.2493 0.2302 0.2455 0.2619 0.2563 0.1660 0.2663 0.2606 0.2282

Record 2
Molecular formula: C12H26N4O7Ru
Method: DFT, wB97M-V/def2-TZVPD

For the HOMO energy (alpha / beta), the calculation gives -10.843 / -12.387 eV. As for the relative energy (zero: lowest compared OMol25 entry of this formula, charge and spin): 77.2 kcal per mole. The value obtained for the HOMO-LUMO gap (alpha / beta) is 6.452 / 6.621 eV. The expectation value of S² is 8.95. As for the spin multiplicity: 6. The charge is +1. The calculation puts the LUMO energy (alpha / beta) at -4.4 / -5.8 eV.

Atoms and positions in Å:
O1 1.23771 -1.78711 -3.31724
H1 1.38853 -0.90508 -3.80333
Ru1 0.81023 -0.10609 -1.35434
N1 1.61746 0.11291 0.58363
N2 1.16605 -2.03498 -0.76687
N3 -0.64729 1.32026 -0.63527
N4 -1.01511 -0.58955 -2.03231
O2 1.64125 1.13065 1.40677
O3 -0.52890 2.23372 0.37694
O4 -1.34762 -1.85829 -2.32729
O5 0.68798 -3.11475 -1.25216
C1 2.07299 -2.12635 0.22816
C2 2.30666 -0.98497 0.99647
C3 -1.81887 1.43506 -1.30270
C4 -2.02148 0.33377 -2.16032
C5 3.05025 -0.90012 2.29118
H2 2.25897 -0.96172 3.05216
H3 3.61803 0.05555 2.34746
H4 3.71161 -1.77719 2.40395
C6 2.62960 -3.49305 0.34806
H5 2.99199 -3.94500 -0.61773
H6 1.83276 -4.11325 0.73879
H7 3.39029 -3.41901 1.13926
C7 -2.84766 2.37876 -0.84481
C8 -3.27707 -0.02080 -2.86362
H8 -2.41597 3.30060 -0.46880
H9 -3.44913 1.94267 -0.05368
H10 -3.56002 2.60725 -1.62550
H11 -3.12277 -0.78620 -3.61489
H12 -3.74804 0.83162 -3.33406
H13 -4.04880 -0.39902 -2.20289
H14 0.30541 1.95140 0.82970
H15 -0.50410 -2.42129 -2.16036
C9 1.73891 1.50355 -1.95078
H16 2.72627 1.62303 -1.45702
H17 1.01500 2.30582 -2.08616
H18 1.97004 1.16372 -3.00663
O6 3.07092 3.33793 1.64683
H19 2.92793 4.05046 0.99844
H20 2.38925 2.65795 1.44619
C10 -3.01135 0.11337 1.97892
C11 -1.56506 -0.20272 1.92649
C12 -0.75478 -0.10165 3.17426
O7 -1.08091 -0.63898 0.87816
H21 -3.39508 -0.15663 2.95663
H22 -3.51623 -0.46351 1.20059
H23 -3.19999 1.17523 1.82046
H24 0.17270 -0.65856 3.05597
H25 -0.52811 0.93430 3.42497
H26 -1.32447 -0.53370 3.98832

Which charges does natural (NBO) predict for the atoms? In e, they are: -0.5499 0.4292 1.1180 -0.0492 -0.0182 -0.1033 -0.1077 -0.4649 -0.5324 -0.5020 -0.3044 0.1934 0.1987 0.1872 0.2486 -0.6644 0.2507 0.2774 0.2411 -0.6680 0.2727 0.2606 0.2303 -0.6802 -0.6868 0.2669 0.2483 0.2439 0.2676 0.2503 0.2607 0.5022 0.5187 -0.8750 0.2558 0.2536 0.2217 -0.9486 0.4676 0.4704 -0.7276 0.6355 -0.7199 -0.6190 0.2417 0.2412 0.2451 0.2200 0.2582 0.2443

Record 3
Molecular formula: C42H40AsIrN3O2S
Method: DFT, wB97M-V/def2-TZVPD

For the HOMO energy (alpha / beta), the calculation gives -5.404 / -7.027 eV. As for the relative energy (zero: lowest compared OMol25 entry of this formula, charge and spin): 42.6 kcal per mole. The value obtained for the HOMO-LUMO gap (alpha / beta) is 3.998 / 5.656 eV. The expectation value of S² is 0.80. As for the spin multiplicity: 2. The charge is 0. The calculation puts the LUMO energy (alpha / beta) at -1.4 / -1.4 eV.

Atoms and positions in Å:
Ir1 -0.04214 0.08613 0.12971
C1 -2.61339 0.27313 -2.24642
O1 -1.89054 -0.48718 -1.29947
C2 -2.05270 -1.86115 -1.30730
C3 -3.08489 -2.49805 -1.96856
C4 -3.16956 -3.88535 -1.97612
C5 -2.20622 -4.63627 -1.32241
C6 -1.18123 -4.01375 -0.64594
C7 -1.07571 -2.61206 -0.60695
N1 -0.05756 -1.98504 0.06102
N2 0.80381 -2.72325 0.68834
C8 1.90727 -2.34552 1.30838
C9 2.42855 -0.99861 1.30279
O2 2.01726 -0.09782 0.46507
C10 3.44938 -0.67832 2.22207
C11 4.07654 -1.63682 2.96545
C12 3.73978 -2.99882 2.82080
C13 4.48895 -4.00150 3.45936
C14 4.20587 -5.32434 3.24716
C15 3.15433 -5.69098 2.40247
C16 2.37568 -4.72945 1.80769
C17 2.64874 -3.36569 1.99406
H1 -3.68858 0.22333 -2.05349
H2 -2.40331 -0.06861 -3.26401
H3 -2.26661 1.30114 -2.13930
H4 -3.82918 -1.91703 -2.49203
H5 -3.97086 -4.36577 -2.51454
H6 -2.24762 -5.71438 -1.35104
H7 -0.42032 -4.58677 -0.14150
H8 3.75440 0.35512 2.28538
H9 4.87600 -1.36550 3.63681
H10 5.31339 -3.70986 4.09503
H11 4.79509 -6.09088 3.72479
H12 2.97243 -6.73557 2.20035
H13 1.56479 -5.01193 1.15353
C18 0.85842 -3.15936 7.13066
C19 0.16397 -2.48704 5.98738
C20 0.13156 -1.10821 5.86794
C21 -0.54801 -0.47249 4.83751
C22 -0.56518 1.02626 4.84704
C23 -1.22803 -1.23461 3.88065
As1 -2.26163 -0.48620 2.35539
N3 -1.07937 0.81934 1.87106
C24 -0.93924 2.15043 1.91711
C25 0.36323 2.66053 1.29862
C26 0.50947 4.13953 1.31132
C27 -0.47021 4.95809 1.75696
C28 -1.63355 4.43814 2.35131
C29 -1.84771 3.07145 2.41624
C30 -3.81903 0.50943 3.11534
C31 -4.27260 0.54564 4.43228
C32 -3.76570 -0.36191 5.51355
C33 -5.29094 1.43066 4.77626
C34 -5.90849 2.23895 3.84157
C35 -6.95964 3.23171 4.22948
C36 -5.54546 2.08973 2.50824
C37 -4.52407 1.23574 2.13778
C38 -4.19053 1.08642 0.68191
C39 -1.18978 -2.63046 3.98200
C40 -1.92385 -3.55297 3.04865
C41 -0.50131 -3.23057 5.02788
H14 1.30001 -2.42683 7.80044
H15 1.64271 -3.82009 6.76484
H16 0.15132 -3.76424 7.69681
H17 0.62997 -0.50530 6.61332
H18 -0.36922 1.39933 5.85272
H19 -1.52692 1.41073 4.51152
H20 0.21043 1.42546 4.19148
H21 1.22295 2.16568 1.78189
H22 1.43204 4.52184 0.90400
H23 -0.34566 6.02879 1.70150
H24 -2.37168 5.10299 2.76955
H25 -2.74388 2.71117 2.89665
H26 -3.22870 -1.21169 5.09955
H27 -4.61294 -0.73115 6.08935
H28 -3.10629 0.17253 6.19643
H29 -5.60036 1.47349 5.81112
H30 -7.13586 3.21875 5.30255
H31 -7.89390 3.01017 3.71539
H32 -6.65033 4.23592 3.93937
H33 -6.06318 2.66719 1.75479
H34 -4.89911 1.63378 0.06326
H35 -4.21891 0.02512 0.41720
H36 -3.18914 1.46405 0.46665
H37 -2.48823 -3.01005 2.28916
H38 -2.61430 -4.17091 3.62210
H39 -1.21437 -4.21119 2.55019
H40 -0.51133 -4.30852 5.10038
S1 -0.16045 2.88162 -1.45545
C42 0.20621 2.10177 -0.09226

Which charges does Mulliken predict for the atoms? In e, they are: 1.7476 -1.0716 -0.2804 0.4565 -0.4456 -0.8470 -0.9229 0.0220 0.3411 -0.3734 -0.3718 0.1416 0.5676 -0.8209 -0.5761 -1.3168 1.0867 -1.0695 -0.4905 -0.9396 -0.1420 0.6977 0.3783 0.3955 0.0440 0.4057 0.4150 0.4160 0.3238 0.4679 0.3879 0.4145 0.4152 0.4169 0.3957 -1.7272 0.7579 -1.1211 1.0152 -1.6203 0.0821 1.8519 -0.0948 -0.1290 1.1693 -1.0264 -0.6288 -0.7506 0.0888 -0.3953 1.0932 -2.0879 -0.9047 0.7794 -1.6812 -0.9306 0.8232 -1.5813 0.8647 -2.4951 -0.7355 0.3741 0.3484 0.3569 0.3467 0.5307 0.0058 0.2709 -0.0764 0.4731 0.4109 0.5208 0.2459 0.2040 0.6460 0.3088 0.4131 0.3543 0.3644 0.3325 0.4143 0.5025 0.3020 0.1737 0.1314 0.5025 0.4172 0.4590 -0.2170 -0.0014

Record 4
Molecular formula: C3H2O2
Method: DFT, wB97M-V/def2-TZVPD

For the HOMO energy, the calculation gives -10.948 eV. As for the relative energy (zero: lowest compared OMol25 entry of this formula, charge and spin): 53.7 kcal per mole. The value obtained for the HOMO-LUMO gap is 10.553 eV. As for the spin multiplicity: 1. The charge is 0. The calculation puts the LUMO energy at -0.4 eV.

Atoms and positions in Å:
C1 0.43862 -0.03937 -0.61269
C2 0.87384 -0.49888 1.56415
C3 -0.63582 0.36042 -1.16678
O1 -0.25424 -0.70806 1.43891
O2 1.95783 -0.22240 1.79904
H1 -1.67755 0.43546 -0.70865
H2 -0.70267 0.67282 -2.31398

Which charges does natural (NBO) predict for the atoms? In e, they are: 0.1501 1.0414 -0.7843 -0.5238 -0.4858 0.2979 0.3045